The following is a quantum chemistry calculation of a cluster of 2 separate species, CH6O in total in a non-equilibrium geometry, from the Open Molecules 2025 dataset.

Values from the calculation:
Charge: 0
HOMO-LUMO gap: 12.5 eV
E_LUMO: 0.9 eV

Element x y z (Å)
1 C 0.955 0.230 1.321
2 H 1.837 -0.112 0.759
3 H 0.042 -0.153 0.841
4 H 1.011 -0.145 2.354
5 H 0.931 1.329 1.331
6 O -1.935 -0.397 -1.995
7 H -1.620 -1.028 -2.681
8 H -1.220 0.276 -1.930

Charges in e, computed with Mulliken, in the same order as the atoms: atom 1 (C): -0.859, atom 2 (H): 0.221, atom 3 (H): 0.180, atom 4 (H): 0.239, atom 5 (H): 0.221, atom 6 (O): -0.653, atom 7 (H): 0.325, atom 8 (H): 0.326

The following is a quantum chemistry calculation of a structure of composition C5HF2MnO in a non-equilibrium geometry, from the Open Molecules 2025 dataset.

Values from the calculation:
Charge: +3
2S+1: 6
HOMO-LUMO gap (alpha / beta): 7.5 / 7.4 eV
<S²>: 8.756
E_LUMO (alpha / beta): -16.5 / -16.7 eV

Element x y z (Å)
1 C -0.235 1.253 3.075
2 C 0.779 0.594 2.513
3 F 2.042 0.597 2.585
4 O 0.212 0.512 1.127
5 C -0.166 0.310 0.052
6 C -2.186 -0.563 -3.682
7 C -2.720 0.393 -4.227
8 H -1.815 -1.584 -3.734
9 F -3.266 1.411 -4.671
10 Mn -1.744 0.157 -1.647

Charges in e, computed with Mulliken, in the same order as the atoms: atom 1 (C): 0.059, atom 2 (C): 0.666, atom 3 (F): -0.004, atom 4 (O): 0.157, atom 5 (C): 0.544, atom 6 (C): -0.744, atom 7 (C): 0.957, atom 8 (H): 0.552, atom 9 (F): -0.028, atom 10 (Mn): 0.840

The following is a quantum chemistry calculation of a structure of composition C51H113N2O3P2 in a non-equilibrium geometry, from the Open Molecules 2025 dataset.

Values from the calculation:
Charge: +4
2S+1: 2
HOMO-LUMO gap (alpha / beta): 9.7 / 4.0 eV
<S²>: 0.756
E_LUMO (alpha / beta): -7.1 / -12.9 eV

Element x y z (Å)
1 C 12.081 10.695 -6.180
2 C 11.696 11.756 -7.239
3 C 10.791 11.157 -8.355
4 C 10.382 12.259 -9.455
5 N 10.258 11.662 -10.840
6 C 9.304 10.401 -10.931
7 C 7.926 10.867 -10.757
8 C 7.910 12.280 -11.370
9 C 9.412 12.669 -11.768
10 C 11.674 11.446 -11.467
11 H 13.053 10.866 -5.715
12 H 12.218 9.756 -6.716
13 H 11.447 10.403 -5.343
14 H 12.663 12.150 -7.553
15 H 11.371 12.652 -6.709
16 H 9.946 10.674 -7.864
17 H 11.388 10.321 -8.720
18 H 11.239 12.907 -9.641
19 H 9.517 12.849 -9.153
20 H 9.375 9.996 -11.940
21 H 9.574 9.728 -10.117
22 H 7.105 10.178 -10.956
23 H 7.777 11.065 -9.695
24 H 7.157 12.288 -12.159
25 H 7.410 12.971 -10.692
26 H 9.514 12.312 -12.793
27 H 9.673 13.723 -11.676
28 H 12.221 12.384 -11.367
29 H 11.652 11.213 -12.532
30 H 12.132 10.679 -10.843
31 C 12.962 12.884 5.117
32 C 14.235 12.252 4.324
33 C 13.846 11.724 2.883
34 C 15.046 11.462 2.003
35 N 14.874 11.581 0.515
36 C 16.328 11.363 -0.052
37 C 16.911 12.714 -0.430
38 C 15.799 13.746 -0.242
39 C 14.508 13.002 -0.008
40 C 13.846 10.537 -0.045
41 H 12.069 12.268 5.223
42 H 12.713 13.808 4.595
43 H 13.395 13.092 6.095
44 H 14.564 11.414 4.938
45 H 15.052 12.972 4.359
46 H 13.222 12.515 2.468
47 H 13.164 10.898 3.085
48 H 15.337 10.430 2.199
49 H 15.882 12.058 2.368
50 H 16.208 10.848 -1.005
51 H 16.939 10.632 0.479
52 H 16.992 12.650 -1.515
53 H 17.853 12.976 0.053
54 H 15.716 14.372 -1.130
55 H 16.080 14.431 0.558
56 H 14.149 12.875 -1.030
57 H 13.804 13.505 0.655
58 H 12.926 10.996 0.318
59 H 13.981 9.586 0.470
60 H 13.840 10.542 -1.135
61 C 9.499 19.050 0.477
62 C 8.867 18.719 -0.930
63 C 9.331 17.495 -1.611
64 C 10.797 17.315 -1.753
65 P 11.486 15.777 -2.545
66 C 10.723 15.499 -4.192
67 C 9.557 14.513 -4.280
68 C 8.983 14.598 -5.732
69 C 8.349 15.892 -6.238
70 C 11.125 14.198 -1.561
71 C 9.811 14.051 -0.812
72 C 9.745 12.867 0.164
73 C 10.566 13.178 1.451
74 C 13.275 15.851 -2.857
75 C 13.698 17.322 -3.190
76 C 15.155 17.394 -3.550
77 C 15.471 16.925 -4.893
78 H 9.478 18.083 0.978
79 H 8.829 19.837 0.824
80 H 10.530 19.401 0.444
81 H 9.015 19.620 -1.526
82 H 7.781 18.627 -0.964
83 H 8.865 17.547 -2.595
84 H 8.804 16.655 -1.158
85 H 11.174 17.342 -0.731
86 H 11.238 18.107 -2.359
87 H 11.416 15.171 -4.967
88 H 10.406 16.525 -4.377
89 H 8.828 14.957 -3.602
90 H 9.800 13.491 -3.989
91 H 8.276 13.775 -5.630
92 H 9.694 14.289 -6.498
93 H 9.063 16.640 -6.583
94 H 7.821 16.279 -5.366
95 H 7.572 15.606 -6.947
96 H 11.937 14.332 -0.847
97 H 11.350 13.448 -2.320
98 H 9.058 13.843 -1.572
99 H 9.351 14.883 -0.279
100 H 10.140 11.915 -0.190
101 H 8.744 12.633 0.526
102 H 10.083 13.890 2.120
103 H 11.525 13.583 1.130
104 H 11.009 12.315 1.948
105 H 13.487 15.107 -3.625
106 H 13.765 15.456 -1.967
107 H 13.473 17.814 -2.244
108 H 13.078 17.708 -4.000
109 H 15.715 16.794 -2.833
110 H 15.511 18.423 -3.509
111 H 16.541 16.765 -5.020
112 H 15.026 17.445 -5.742
113 H 15.071 15.925 -5.059
114 C 19.024 11.178 -2.995
115 C 19.530 10.593 -4.352
116 C 20.972 10.769 -4.747
117 C 21.241 10.099 -6.101
118 P 23.017 9.933 -6.562
119 C 23.853 11.538 -6.455
120 C 23.201 12.736 -7.243
121 C 24.018 13.133 -8.505
122 C 25.412 13.722 -8.014
123 C 23.719 8.797 -5.377
124 C 23.048 7.370 -5.450
125 C 23.538 6.496 -4.303
126 C 24.933 5.916 -4.583
127 C 23.295 9.139 -8.236
128 C 24.824 9.162 -8.544
129 C 25.297 8.587 -9.874
130 C 26.789 8.844 -10.209
131 H 17.946 11.132 -2.842
132 H 19.246 12.238 -2.868
133 H 19.430 10.536 -2.213
134 H 19.195 9.572 -4.535
135 H 19.050 11.110 -5.183
136 H 21.415 11.765 -4.753
137 H 21.551 10.372 -3.913
138 H 20.850 9.084 -6.026
139 H 20.730 10.637 -6.899
140 H 24.926 11.409 -6.601
141 H 23.922 11.831 -5.408
142 H 23.177 13.560 -6.529
143 H 22.208 12.491 -7.619
144 H 23.388 13.767 -9.129
145 H 24.364 12.313 -9.135
146 H 26.179 12.950 -7.955
147 H 25.353 14.125 -7.003
148 H 25.724 14.552 -8.648
149 H 24.809 8.804 -5.366
150 H 23.498 9.098 -4.353
151 H 21.973 7.390 -5.271
152 H 23.251 6.818 -6.368
153 H 23.584 7.182 -3.457
154 H 22.808 5.711 -4.105
155 H 24.922 5.209 -5.413
156 H 25.247 5.372 -3.692
157 H 25.675 6.678 -4.820
158 H 22.846 9.777 -8.998
159 H 22.849 8.146 -8.292
160 H 25.348 8.625 -7.753
161 H 25.250 10.163 -8.466
162 H 24.578 8.749 -10.676
163 H 25.069 7.541 -9.669
164 H 27.390 8.945 -9.305
165 H 26.773 9.835 -10.664
166 H 27.237 8.214 -10.977
167 O 15.290 13.215 -4.490
168 C 14.437 12.442 -3.917
169 O 13.219 12.791 -3.748
170 O 14.989 11.387 -3.591
171 H 15.603 12.402 -4.087

Mulliken atomic charge list, values in e, 99 entries: atom 1 (C): -1.204, atom 2 (C): 0.028, atom 3 (C): -0.630, atom 4 (C): -0.957, atom 5 (N): 0.089, atom 6 (C): -0.589, atom 7 (C): -0.423, atom 8 (C): -0.689, atom 9 (C): -0.548, atom 10 (C): -0.898, atom 11 (H): 0.056, atom 12 (H): 0.444, atom 13 (H): 0.362, atom 14 (H): 0.405, atom 15 (H): -0.192, atom 16 (H): 0.359, atom 17 (H): 0.450, atom 18 (H): 0.338, atom 19 (H): 0.522, atom 20 (H): 0.449, atom 21 (H): 0.387, atom 22 (H): 0.455, atom 23 (H): 0.193, atom 24 (H): 0.380, atom 25 (H): 0.337, atom 26 (H): 0.406, atom 27 (H): 0.325, atom 28 (H): 0.393, atom 29 (H): 0.389, atom 30 (H): 0.358, atom 31 (C): -1.188, atom 32 (C): -0.836, atom 33 (C): 0.437, atom 34 (C): -1.241, atom 35 (N): 0.687, atom 36 (C): -0.639, atom 37 (C): -0.229, atom 38 (C): -0.499, atom 39 (C): 0.637, atom 40 (C): -0.904, atom 41 (H): 0.319, atom 42 (H): 0.311, atom 43 (H): 0.402, atom 44 (H): 0.419, atom 45 (H): 0.388, atom 46 (H): -0.562, atom 47 (H): 0.537, atom 48 (H): 0.517, atom 49 (H): 0.433, atom 50 (H): 0.277, atom 51 (H): 0.442, atom 52 (H): -0.197, atom 53 (H): 0.476, atom 54 (H): 0.027, atom 55 (H): 0.384, atom 56 (H): -0.409, atom 57 (H): -0.034, atom 58 (H): 0.386, atom 59 (H): 0.346, atom 60 (H): 0.291, atom 61 (C): -1.168, atom 62 (C): -0.871, atom 63 (C): -0.424, atom 64 (C): -0.744, atom 65 (P): 0.712, atom 66 (C): -1.204, atom 67 (C): -0.585, atom 68 (C): -0.492, atom 69 (C): -1.432, atom 70 (C): 0.158, atom 71 (C): -0.614, atom 72 (C): -0.740, atom 73 (C): -0.874, atom 74 (C): 0.103, atom 75 (C): -1.050, atom 76 (C): -0.395, atom 77 (C): -1.126, atom 78 (H): 0.316, atom 79 (H): 0.401, atom 80 (H): 0.275, atom 81 (H): 0.394, atom 82 (H): 0.462, atom 83 (H): 0.031, atom 84 (H): 0.290, atom 85 (H): 0.462, atom 86 (H): 0.678, atom 87 (H): 0.699, atom 88 (H): 0.722, atom 89 (H): 0.319, atom 90 (H): 0.496, atom 91 (H): 0.530, atom 92 (H): 0.044, atom 93 (H): 0.359, atom 94 (H): 0.300, atom 95 (H): 0.446, atom 96 (H): -0.454, atom 97 (H): 0.585, atom 98 (H): 0.343, atom 99 (H): 0.105

The following is a quantum chemistry calculation of a structure of composition C8H12AsF6N3S3Zn, from the Open Molecules 2025 dataset.

Values from the calculation:
Charge: +1
2S+1: 2
HOMO-LUMO gap (alpha / beta): 9.2 / 4.2 eV
<S²>: 0.780
E_LUMO (alpha / beta): -3.0 / -8.0 eV

Element x y z (Å)
1 Zn -0.024 0.788 -0.601
2 C 1.205 -1.216 2.274
3 C 0.095 -0.325 2.821
4 S -0.861 0.722 1.676
5 C -2.378 -0.180 1.317
6 C -2.239 -1.452 0.496
7 S -1.339 -1.188 -1.056
8 C -0.188 -2.596 -1.129
9 C 1.022 -2.592 -0.211
10 S 0.692 -2.799 1.561
11 H 1.841 -1.468 3.124
12 H 1.837 -0.685 1.566
13 H 0.522 0.397 3.517
14 H -0.646 -0.904 3.374
15 H -3.003 0.556 0.804
16 H -2.871 -0.404 2.263
17 H -3.231 -1.822 0.240
18 H -1.704 -2.216 1.054
19 H 0.141 -2.606 -2.169
20 H -0.811 -3.479 -0.980
21 H 1.623 -1.700 -0.348
22 H 1.654 -3.428 -0.515
23 N -3.649 6.029 -1.905
24 C -2.824 5.201 -2.129
25 N -1.941 4.375 -2.468
26 C -1.450 3.342 -1.850
27 N -0.962 2.393 -1.423
28 F 1.860 1.223 0.134
29 As 2.904 1.062 -1.369
30 F 3.508 -0.380 -0.686
31 F 4.105 2.022 -0.670
32 F 3.648 0.800 -2.863
33 F 2.027 2.438 -1.946
34 F 1.436 0.093 -1.903

Charges in e, computed with Mulliken, in the same order as the atoms: atom 1 (Zn): 0.874, atom 2 (C): -0.365, atom 3 (C): -0.761, atom 4 (S): -0.032, atom 5 (C): -0.824, atom 6 (C): -0.544, atom 7 (S): -0.054, atom 8 (C): -0.856, atom 9 (C): 0.132, atom 10 (S): -0.122, atom 11 (H): 0.468, atom 12 (H): 0.021, atom 13 (H): 0.482, atom 14 (H): 0.411, atom 15 (H): 0.384, atom 16 (H): 0.493, atom 17 (H): 0.484, atom 18 (H): 0.224, atom 19 (H): 0.463, atom 20 (H): 0.515, atom 21 (H): -0.440, atom 22 (H): 0.482, atom 23 (N): -0.267, atom 24 (C): 0.620, atom 25 (N): -0.356, atom 26 (C): 0.890, atom 27 (N): -0.335, atom 28 (F): -0.616, atom 29 (As): 2.035, atom 30 (F): -0.447, atom 31 (F): -0.426, atom 32 (F): -0.428, atom 33 (F): -0.474, atom 34 (F): -0.630